Entry 1:
A cluster of 3 separate species, C4H12BN7O5S in total, computed with the ωB97M-V functional and the def2-TZVPD basis.

Output
* total charge: 0
* LUMO: 0.03 eV
* SMILES string: NB(O)N(N=C=S)C(=O)O.NC(N)=O.NC(N)=O
* calculated total energy: -1342.2929 a.u.

XYZ file:
```
30
C4H12BN7O5S, DFT the ωB97M-V functional and the def2-TZVPD basis
N 3.959 0.674 -1.371
B 2.935 1.589 -1.823
O 3.271 2.635 -2.670
N 1.525 1.471 -1.434
N 1.183 0.195 -0.797
C 0.434 -0.480 -1.506
S -0.587 -1.353 -2.241
C 1.030 2.560 -0.640
O 1.472 2.896 0.420
O -0.023 3.176 -1.200
H 4.123 -0.095 -2.006
H 3.710 0.242 -0.489
H 3.305 2.305 -3.567
H 0.058 3.023 -2.146
N -3.386 -4.515 0.206
C -2.436 -3.539 0.390
N -2.784 -2.506 1.206
O -1.343 -3.579 -0.152
H -4.289 -4.497 0.639
H -3.147 -5.280 -0.394
H -2.097 -1.763 1.308
H -3.668 -2.439 1.672
N 0.728 1.087 2.363
C -0.504 0.666 1.962
N -1.465 1.636 1.892
O -0.725 -0.500 1.671
H 0.942 2.038 2.592
H 1.453 0.397 2.409
H -2.377 1.359 1.589
H -1.298 2.598 2.116
```

***

Entry 2:
A structure of composition C26H75AgN12O6P4 at a distorted geometry, computed with the ωB97M-V functional and the def2-TZVPD basis.

Output
* total charge: 0
* LUMO: 0.58 eV
* calculated total energy: -3656.7526 a.u.

XYZ file:
```
124
C26H75AgN12O6P4, DFT the ωB97M-V functional and the def2-TZVPD basis
Ag -0.080 -0.636 -0.663
C 2.267 -4.222 -1.922
C 1.331 -3.041 -1.729
O 1.435 -2.288 -0.692
O 0.460 -2.894 -2.570
H 2.752 -4.241 -2.908
H 1.613 -5.113 -1.837
H 2.995 -4.286 -1.088
O -1.146 -0.534 1.541
P -2.298 -1.471 1.555
N -3.695 -0.702 1.172
C -3.691 0.634 0.569
C -4.894 -1.312 1.766
N -2.432 -2.216 2.992
C -3.096 -3.513 3.214
C -2.229 -1.432 4.243
N -2.272 -2.718 0.541
C -1.013 -3.494 0.500
C -3.116 -2.841 -0.660
H -2.716 1.085 0.535
H -4.288 1.224 1.254
H -4.114 0.591 -0.425
H -5.019 -2.329 1.381
H -5.779 -0.762 1.440
H -4.876 -1.277 2.838
H -2.427 -4.263 3.665
H -4.090 -3.472 3.726
H -3.343 -3.902 2.228
H -1.922 -0.406 3.926
H -3.178 -1.355 4.835
H -1.417 -1.962 4.746
H -0.427 -3.397 1.394
H -1.284 -4.594 0.537
H -0.455 -3.299 -0.371
H -3.416 -3.868 -0.605
H -2.607 -2.637 -1.606
H -4.005 -2.188 -0.553
O 0.436 1.336 -1.637
P 1.879 1.687 -1.643
N 2.072 2.473 -3.072
C 3.395 2.905 -3.549
C 1.052 3.101 -3.806
N 3.079 0.591 -1.772
C 3.060 -0.178 -3.009
C 3.764 0.018 -0.618
N 2.302 2.634 -0.358
C 1.132 3.428 0.121
C 3.623 3.174 -0.327
H 3.550 3.933 -3.314
H 3.441 2.773 -4.651
H 4.177 2.345 -3.052
H 1.075 2.761 -4.838
H 1.202 4.210 -3.784
H 0.042 2.892 -3.454
H 2.881 0.471 -3.882
H 4.005 -0.654 -3.076
H 2.217 -0.856 -2.993
H 4.737 0.494 -0.477
H 3.173 0.300 0.281
H 3.784 -1.048 -0.601
H 1.072 4.450 -0.241
H 0.251 2.852 -0.125
H 1.045 3.448 1.174
H 4.299 2.392 -0.535
H 3.852 3.412 0.711
H 3.888 3.997 -1.018
O -2.142 -0.102 -2.024
P -2.534 0.543 -3.282
N -2.977 2.099 -2.895
C -3.605 2.981 -3.835
C -2.394 2.724 -1.793
N -3.918 0.021 -4.029
C -5.089 0.067 -3.113
C -3.758 -1.308 -4.631
N -1.364 0.496 -4.406
C -1.480 1.235 -5.617
C -0.235 -0.395 -4.358
H -2.942 3.782 -4.213
H -4.406 3.528 -3.322
H -4.029 2.306 -4.568
H -3.152 3.287 -1.258
H -1.596 3.455 -1.991
H -1.950 1.994 -1.164
H -4.912 -0.499 -2.213
H -5.268 1.041 -2.672
H -5.981 -0.150 -3.685
H -4.361 -1.436 -5.532
H -2.707 -1.409 -4.914
H -3.875 -2.044 -3.852
H -1.502 0.539 -6.455
H -2.400 1.795 -5.709
H -0.611 1.903 -5.728
H 0.708 0.173 -4.510
H -0.265 -1.190 -5.136
H -0.231 -0.921 -3.405
O 4.059 -1.755 4.290
P 3.165 -0.557 4.457
N 2.337 -0.848 5.894
C 2.104 -2.267 6.151
C 1.303 0.053 6.244
N 2.197 -0.171 3.218
C 1.384 1.032 3.143
C 1.803 -1.287 2.278
N 3.927 0.891 4.701
C 4.382 1.526 3.461
C 4.711 1.159 5.920
H 2.052 -2.395 7.246
H 2.799 -2.924 5.658
H 1.125 -2.532 5.711
H 1.634 1.108 6.159
H 0.905 -0.144 7.246
H 0.427 -0.146 5.613
H 1.400 1.482 2.133
H 0.306 0.855 3.332
H 1.729 1.783 3.833
H 0.930 -1.854 2.687
H 1.526 -0.846 1.332
H 2.601 -1.982 2.103
H 4.303 2.602 3.501
H 5.438 1.336 3.273
H 3.743 1.202 2.638
H 4.192 0.774 6.763
H 4.723 2.269 6.061
H 5.759 0.914 5.840
```

***

Entry 3:
The ion C8H12N3 with charge +1 at a distorted geometry, computed with the ωB97M-V functional and the def2-TZVPD basis.

Output
* total charge: +1
* LUMO: -3.97 eV
* ΔE to the lowest compared entry with this formula, charge and spin: 36.6 kcal per mole
* SMILES string: C[C@H]1N=c2[nH]ccc2=C[N@@H+]1C
* calculated total energy: -476.0223 a.u.

XYZ file:
```
23
C8H12N3, DFT the ωB97M-V functional and the def2-TZVPD basis
C -1.491 1.639 1.135
C -1.280 0.915 -0.170
N 0.201 1.400 -0.766
C 1.145 0.639 -0.397
N 2.472 0.846 -0.601
C 3.192 -0.132 0.045
C 2.382 -1.030 0.651
C 1.034 -0.633 0.371
C -0.170 -1.173 0.593
N -1.362 -0.560 -0.016
C -1.657 -1.239 -1.298
H -0.801 1.284 1.899
H -2.514 1.513 1.487
H -1.312 2.701 0.984
H -1.961 1.245 -0.951
H 2.851 1.652 -1.070
H 4.266 -0.120 0.019
H 2.679 -1.894 1.206
H -0.346 -2.100 1.112
H -2.150 -0.731 0.620
H -0.876 -0.997 -2.018
H -1.683 -2.317 -1.151
H -2.618 -0.906 -1.686
```

***

Entry 4:
An isolated molecule of C22H34N2O4S at a distorted geometry, computed with the ωB97M-V functional and the def2-TZVPD basis.

Output
* total charge: 0
* LUMO: 0.62 eV
* ΔE to the lowest compared entry with this formula, charge and spin: 0.0 kcal per mole
* SMILES string: COc1ccc(NC(=O)CCCC2CCCCC2)cc1S(=O)(=O)N1CCCCC1
* calculated total energy: -1667.3869 a.u.

XYZ file:
```
63
C22H34N2O4S, DFT the ωB97M-V functional and the def2-TZVPD basis
C 0.919 -0.090 6.491
O 1.047 -0.644 5.201
C 0.471 0.000 4.161
C -0.204 1.217 4.229
C -0.745 1.793 3.092
C -0.628 1.171 1.853
N -1.150 1.699 0.670
C -1.837 2.861 0.485
O -2.093 3.644 1.374
C -2.271 3.142 -0.946
C -2.059 2.053 -1.993
C -2.624 2.493 -3.346
C -2.334 1.508 -4.483
C -3.103 0.195 -4.322
C -2.806 -0.760 -5.475
C -3.161 -0.117 -6.812
C -2.395 1.190 -6.985
C -2.694 2.140 -5.830
C 0.045 -0.048 1.783
C 0.579 -0.616 2.915
S 1.417 -2.194 2.793
O 0.789 -3.145 3.659
O 1.487 -2.518 1.390
N 2.918 -1.798 3.406
C 3.845 -1.265 2.434
C 4.570 -2.371 1.666
C 5.242 -3.330 2.647
C 4.202 -3.884 3.619
C 3.504 -2.732 4.341
H -0.131 -0.002 6.788
H 1.401 0.890 6.557
H 1.423 -0.787 7.158
H -0.319 1.731 5.169
H -1.266 2.734 3.162
H -0.991 1.118 -0.141
H -1.746 4.053 -1.249
H -3.331 3.403 -0.896
H -2.561 1.136 -1.678
H -0.992 1.849 -2.119
H -2.187 3.461 -3.606
H -3.704 2.634 -3.259
H -1.260 1.284 -4.485
H -2.835 -0.288 -3.381
H -4.174 0.409 -4.296
H -3.373 -1.684 -5.343
H -1.744 -1.016 -5.468
H -2.924 -0.801 -7.630
H -4.234 0.085 -6.844
H -2.668 1.661 -7.932
H -1.323 0.980 -7.013
H -2.132 3.068 -5.963
H -3.757 2.392 -5.834
H 0.163 -0.582 0.851
H 3.267 -0.638 1.751
H 4.565 -0.635 2.969
H 3.833 -2.910 1.070
H 5.308 -1.928 0.995
H 5.721 -4.145 2.103
H 6.015 -2.797 3.207
H 3.449 -4.450 3.068
H 4.671 -4.547 4.348
H 2.688 -3.096 4.963
H 4.217 -2.179 4.963
```

***

Entry 5:
A structure of composition C16H13FeNO7 at a distorted geometry, computed with the ωB97M-V functional and the def2-TZVPD basis.

Output
* total charge: -2
* LUMO (alpha / beta): 5.04 / 3.38 eV
* 2S+1: 5
* ΔE to the lowest compared entry with this formula, charge and spin: 31.0 kcal per mole
* calculated total energy: -2462.3552 a.u.

XYZ file:
```
38
C16H13FeNO7, DFT the ωB97M-V functional and the def2-TZVPD basis
C -2.575 2.505 -0.948
O -1.295 3.010 -1.354
C -0.175 2.211 -1.331
C 0.440 1.829 -0.093
C 1.102 0.501 -0.114
C 2.031 0.487 -1.253
C 1.753 1.221 -2.397
C 0.579 1.995 -2.493
Fe 1.996 2.755 -0.988
C 3.037 2.710 0.431
O 3.830 2.920 1.252
C 1.421 4.370 -0.636
O 1.230 5.483 -0.366
C 3.253 3.510 -1.993
O 4.128 4.196 -2.332
H -3.174 3.396 -0.748
H -3.011 1.944 -1.787
H -2.508 1.873 -0.050
H -0.021 2.163 0.839
H 1.568 0.261 0.858
H 0.341 -0.301 -0.219
H 2.867 -0.216 -1.226
H 2.417 1.151 -3.269
H 0.287 2.473 -3.434
O 0.005 -1.880 0.790
C -0.732 -2.863 0.991
C -1.317 -3.149 2.326
N -1.201 -2.156 3.351
O -0.884 -0.981 3.076
O -1.450 -2.525 4.527
C -1.900 -4.375 2.629
C -2.084 -5.328 1.628
C -1.655 -5.053 0.308
C -1.029 -3.862 -0.011
H -2.212 -4.555 3.660
H -2.565 -6.275 1.869
H -1.818 -5.794 -0.472
H -0.678 -3.654 -1.019
```

***

Entry 6:
An isolated molecule of C5H5N3O at a distorted geometry, computed with the ωB97M-V functional and the def2-TZVPD basis.

Output
* total charge: 0
* LUMO: -0.32 eV
* ΔE to the lowest compared entry with this formula, charge and spin: 127.6 kcal per mole
* calculated total energy: -432.8403 a.u.

XYZ file:
```
14
C5H5N3O, DFT the ωB97M-V functional and the def2-TZVPD basis
C 4.528 -0.191 -0.012
C 1.420 1.319 0.107
C 3.599 0.618 -0.492
C 1.343 -1.018 -0.069
C -0.738 0.136 0.446
N 5.391 -0.825 0.421
N 2.671 1.324 -0.195
N 0.697 0.158 0.177
O 0.627 -2.063 0.157
H 1.020 2.198 0.439
H -1.024 -0.449 1.386
H -1.204 1.211 0.583
H -1.358 -0.268 -0.457
H 1.059 -2.857 -0.186
```

***

Entry 7:
A cluster of 2 separate species, C5H9FO in total at a distorted geometry, computed with the ωB97M-V functional and the def2-TZVPD basis.

Output
* total charge: 0
* LUMO: 0.62 eV
* ΔE to the lowest compared entry with this formula, charge and spin: 90.1 kcal per mole
* calculated total energy: -370.8700 a.u.

XYZ file:
```
16
C5H9FO, DFT the ωB97M-V functional and the def2-TZVPD basis
C -0.643 0.513 -0.384
C -1.617 -0.370 -0.172
C -0.511 2.015 -0.302
C -1.821 -1.772 -0.303
C 1.763 -0.309 0.587
O 1.057 -0.352 -0.636
F -2.939 0.322 0.048
H -0.370 2.351 0.722
H -1.436 2.471 -0.799
H 0.308 2.158 -0.914
H -0.825 -2.195 -0.573
H -2.076 -2.200 0.603
H -2.672 -2.137 -0.982
H 2.782 -0.659 0.247
H 1.337 -1.154 1.144
H 1.827 0.629 1.152
```

***

Entry 8:
A structure of composition C42H60BeN5O6 at a distorted geometry, computed with the ωB97M-V functional and the def2-TZVPD basis.

Output
* total charge: +1
* LUMO: -9.29 eV
* ΔE to the lowest compared entry with this formula, charge and spin: 241.9 kcal per mole
* calculated total energy: -2375.5799 a.u.

XYZ file:
```
114
C42H60BeN5O6, DFT the ωB97M-V functional and the def2-TZVPD basis
Be -1.760 5.506 2.794
C 2.816 -0.708 1.092
C 1.741 0.161 0.532
O 1.113 1.006 1.436
H 3.627 -0.049 1.402
H 3.224 -1.409 0.364
H 2.497 -1.141 2.041
H 1.100 -0.547 0.008
H 2.220 0.740 -0.258
N -6.711 2.460 2.566
C -7.953 2.602 3.139
C -9.072 2.019 2.688
C -8.977 1.182 1.523
C -7.732 1.053 0.864
C -6.594 1.682 1.405
H -7.977 3.185 4.048
H -10.027 2.152 3.175
H -9.898 0.838 1.074
H -7.688 0.612 -0.121
H -5.693 1.784 0.818
N 2.390 8.031 0.275
C 2.171 9.293 -0.282
C 3.167 9.936 -1.076
C 4.357 9.259 -1.385
C 4.484 8.003 -0.803
C 3.558 7.481 0.004
H 1.159 9.646 -0.149
H 2.946 10.909 -1.488
H 4.996 9.790 -2.075
H 5.400 7.464 -0.995
H 3.835 6.531 0.437
N -2.881 4.136 7.917
C -2.457 2.875 8.312
C -2.388 2.399 9.595
C -2.892 3.205 10.609
C -3.287 4.507 10.234
C -3.381 4.943 8.928
H -2.005 2.273 7.537
H -2.142 1.368 9.801
H -2.899 2.900 11.645
H -3.682 5.134 11.019
H -3.864 5.887 8.725
N 4.578 -9.449 1.658
C 3.794 -10.547 1.291
C 2.585 -10.465 0.693
C 2.044 -9.232 0.452
C 2.751 -8.069 0.753
C 3.989 -8.258 1.328
H 4.330 -11.471 1.448
H 2.047 -11.339 0.356
H 1.107 -9.157 -0.079
H 2.110 -7.226 0.539
H 4.454 -7.400 1.792
N -3.553 5.582 -2.409
C -4.780 6.046 -2.702
C -5.275 6.274 -3.969
C -4.599 5.648 -5.050
C -3.259 5.221 -4.836
C -2.802 5.242 -3.499
H -5.415 6.454 -1.929
H -6.214 6.759 -4.192
H -5.084 5.632 -6.015
H -2.600 4.884 -5.622
H -1.785 4.931 -3.310
C 10.486 1.774 1.845
C 10.193 3.260 1.839
O 9.189 3.691 2.383
C 10.971 4.103 0.875
H 11.422 1.473 1.374
H 9.650 1.286 1.343
H 10.548 1.493 2.896
H 10.985 3.790 -0.170
H 11.943 4.450 1.226
H 10.445 5.056 0.828
C 1.456 1.049 -9.007
C 1.867 0.614 -7.612
O 1.198 -0.230 -7.029
C 3.212 1.111 -6.982
H 2.105 1.824 -9.416
H 0.441 1.435 -8.918
H 1.489 0.090 -9.524
H 3.853 0.232 -6.922
H 2.927 1.495 -6.002
H 3.698 1.896 -7.561
C -3.765 -4.755 -1.630
C -4.900 -5.723 -2.113
O -6.104 -5.468 -2.048
C -4.616 -7.048 -2.807
H -4.054 -4.223 -0.724
H -3.442 -4.084 -2.426
H -2.939 -5.410 -1.354
H -4.321 -7.014 -3.856
H -5.413 -7.754 -2.573
H -3.708 -7.375 -2.301
C 1.422 -6.412 -6.045
C 2.861 -6.802 -5.711
O 3.155 -7.961 -5.586
C 3.882 -5.688 -5.432
H 0.776 -7.289 -5.996
H 1.446 -5.851 -6.979
H 1.123 -5.722 -5.257
H 4.064 -4.967 -6.230
H 4.856 -6.149 -5.267
H 3.672 -5.092 -4.544
C -4.855 -3.478 4.918
C -3.514 -3.858 5.515
O -3.378 -3.942 6.759
C -2.329 -4.057 4.618
H -5.094 -4.340 4.295
H -4.610 -2.680 4.216
H -5.598 -3.456 5.715
H -1.425 -3.794 5.169
H -2.352 -3.536 3.661
H -2.175 -5.127 4.476
```

***

Entry 9:
An isolated molecule of C4H8N2O at a distorted geometry, computed with the ωB97M-V functional and the def2-TZVPD basis.

Output
* total charge: 0
* LUMO: 0.76 eV
* ΔE to the lowest compared entry with this formula, charge and spin: 46.9 kcal per mole
* SMILES string: C=C(N)NC(C)=O
* calculated total energy: -341.9289 a.u.

XYZ file:
```
15
C4H8N2O, DFT the ωB97M-V functional and the def2-TZVPD basis
C 0.953 0.690 0.788
C 1.018 0.018 -0.414
N 2.013 -0.830 -0.824
N -0.177 -0.049 -1.060
C -1.284 0.514 -0.283
C -1.750 -0.321 0.889
O -2.034 1.278 -0.864
H 0.578 1.692 0.898
H 1.639 0.407 1.574
H 1.984 -1.182 -1.768
H 2.922 -0.694 -0.414
H -0.221 -0.034 -2.073
H -1.877 0.345 1.741
H -1.036 -1.095 1.157
H -2.728 -0.740 0.652
```

***

Entry 10:
A structure of composition C5H10OS at a distorted geometry, computed with the ωB97M-V functional and the def2-TZVPD basis.

Output
* total charge: 0
* LUMO: 0.25 eV
* ΔE to the lowest compared entry with this formula, charge and spin: 143.3 kcal per mole
* calculated total energy: -669.7080 a.u.

XYZ file:
```
17
C5H10OS, DFT the ωB97M-V functional and the def2-TZVPD basis
C 0.581 -0.166 1.305
C 0.247 -0.186 -0.217
C 1.164 -1.114 -0.825
C 0.152 1.282 -0.669
C -2.086 0.033 0.006
H 0.424 -1.181 1.583
H -0.042 0.418 2.055
H 1.711 0.122 1.371
H 2.299 -1.192 0.085
H 0.771 -2.088 -0.536
H 1.365 -1.000 -2.065
H -0.949 1.652 -1.488
H -0.042 1.931 0.541
H 1.196 1.386 -1.105
H -1.940 1.269 0.275
O -1.082 -0.821 -0.216
S -3.772 -0.347 -0.097
```

***

Entry 11:
A cluster of 2 separate species, C4H8O3 in total at a distorted geometry, computed with the ωB97M-V functional and the def2-TZVPD basis.

Output
* total charge: +1
* LUMO (alpha / beta): -5.00 / -9.92 eV
* 2S+1: 2
* ΔE to the lowest compared entry with this formula, charge and spin: 30.5 kcal per mole
* calculated total energy: -382.5249 a.u.

XYZ file:
```
15
C4H8O3, DFT the ωB97M-V functional and the def2-TZVPD basis
O -1.036 0.869 -0.613
C -1.581 0.291 0.255
C -1.813 -1.241 0.297
C -0.869 -2.038 -0.562
C 0.440 -2.120 0.218
O 1.203 -1.204 0.177
H -2.117 0.797 1.089
H -2.896 -1.359 0.183
H -1.682 -1.477 1.364
H -1.265 -3.059 -0.590
H -0.753 -1.773 -1.611
H 0.631 -3.017 0.802
H 3.027 3.814 -0.696
H 2.960 3.733 0.811
O 2.884 4.362 0.082
```

***

The highest calculated total energy belongs to which entry? C4H8N2O